# 1
45
Properties=species:S:1:pos:R:3 method="wB97M-V/def2-TZVPD" total_energy_ev=-23979.6466 orbital_gap_ev=8.246 total_charge=0 fmax_ev_per_a=0.67
C 3.223 2.825 -0.648
C 2.097 2.189 -1.139
C 1.838 0.899 -0.705
N 0.796 0.050 -1.030
C 1.039 -1.027 -0.338
N 0.404 -2.205 -0.132
C -0.625 -2.732 -0.990
C -1.769 -1.720 -1.119
N -2.472 -1.613 0.147
H -3.190 -2.327 0.204
C -3.029 -0.316 0.500
C -3.941 0.303 -0.571
C -4.528 1.620 -0.073
C -3.412 2.593 0.297
C -2.506 1.983 1.361
C -1.915 0.667 0.868
H -1.280 0.858 0.002
H -1.290 0.216 1.640
H -1.701 2.678 1.606
H -3.086 1.807 2.271
H -2.820 2.819 -0.593
H -3.841 3.529 0.662
H -5.165 2.058 -0.846
H -5.151 1.432 0.805
H -3.361 0.487 -1.477
H -4.745 -0.396 -0.819
H -3.631 -0.490 1.401
H -2.420 -2.034 -1.950
H -1.322 -0.760 -1.372
H -0.995 -3.653 -0.531
H -0.228 -2.966 -1.989
C 1.275 -3.082 0.636
H 0.703 -3.568 1.431
H 1.705 -3.861 -0.009
C 2.379 -2.155 1.199
N 2.182 -0.970 0.416
C 2.723 0.276 0.218
C 3.845 0.915 0.703
C 4.081 2.204 0.254
H 4.950 2.736 0.612
H 4.510 0.431 1.403
H 3.382 -2.571 1.059
H 2.230 -1.950 2.265
H 1.434 2.675 -1.837
H 3.445 3.832 -0.971

# 2
51
Properties=species:S:1:pos:R:3 method="wB97M-V/def2-TZVPD" total_energy_ev=-53840.8184 orbital_gap_ev=8.407 total_charge=0 fmax_ev_per_a=0.77
C 4.042 -2.954 1.672
C 3.664 -1.678 0.930
C 2.164 -1.389 0.961
C 1.651 -1.066 2.365
N 0.255 -0.690 2.333
C -0.719 -1.482 2.813
O -0.533 -2.492 3.456
C -2.128 -0.966 2.495
C -3.105 -1.319 3.608
C -4.498 -0.755 3.370
H -5.149 -1.002 4.204
H -4.462 0.328 3.272
H -4.931 -1.170 2.463
H -2.696 -0.919 4.539
H -3.144 -2.405 3.709
H -2.121 0.104 2.286
S -2.672 -1.778 0.935
C -1.924 -0.772 -0.266
N -1.188 0.251 0.074
C -0.649 0.962 -0.927
C -0.841 0.704 -2.284
C -0.148 1.617 -3.127
C 0.556 2.535 -2.388
C 1.394 3.634 -2.848
O 1.612 3.932 -3.998
O 1.913 4.301 -1.800
C 2.748 5.403 -2.116
H 3.609 5.070 -2.699
H 2.195 6.143 -2.698
H 3.067 5.823 -1.166
S 0.391 2.310 -0.659
C -0.205 1.553 -4.608
H -1.233 1.689 -4.939
H 0.107 0.565 -4.942
H 0.428 2.314 -5.050
C -1.671 -0.401 -2.670
O -1.970 -0.787 -3.782
N -2.186 -1.108 -1.552
N -2.933 -2.254 -1.822
H -2.908 -2.368 -2.840
H -3.897 -2.146 -1.512
H -0.004 0.054 1.697
H 2.231 -0.241 2.792
H 1.727 -1.936 3.019
H 1.952 -0.536 0.310
H 1.617 -2.251 0.573
H 4.202 -0.831 1.362
H 3.976 -1.769 -0.113
H 5.101 -3.164 1.543
H 3.475 -3.799 1.288
H 3.842 -2.862 2.736

# 3
52
Properties=species:S:1:pos:R:3 method="wB97M-V/def2-TZVPD" total_energy_ev=-52768.2588 orbital_gap_ev="7.176 / 7.175" total_charge=+1 fmax_ev_per_a=0.50
Rh 0.242 -0.521 -1.054
N -0.539 2.665 6.275
C -0.063 2.098 5.134
C -0.870 1.222 4.385
C -0.382 0.623 3.251
C 0.925 0.887 2.837
C 1.737 1.756 3.564
C 1.247 2.355 4.703
S 1.545 0.175 1.397
O 0.950 -1.158 1.220
O 2.961 0.343 1.333
N 0.781 0.958 0.135
C 1.462 1.652 -0.852
N 1.136 1.070 -2.025
C 1.637 1.591 -3.145
C 2.452 2.702 -3.068
C 2.726 3.216 -1.804
N 2.234 2.702 -0.677
H -1.507 2.572 6.524
H -0.009 3.372 6.749
H -1.878 1.011 4.720
H -1.001 -0.062 2.685
H 2.748 1.948 3.231
H 1.877 3.021 5.278
H 1.379 1.115 -4.081
H 2.865 3.149 -3.959
H 3.369 4.080 -1.686
C -1.263 -2.317 -3.523
Si -0.003 -3.001 -2.317
C -0.795 -3.449 -0.665
C 0.891 -4.476 -3.021
C 1.469 -1.746 -1.907
H -2.093 -3.018 -3.645
H -0.814 -2.166 -4.507
H -1.680 -1.358 -3.206
H -1.738 -3.981 -0.817
H -0.984 -2.612 0.020
H -0.125 -4.111 -0.111
H 0.182 -5.286 -3.208
H 1.648 -4.841 -2.326
H 1.381 -4.232 -3.964
H 2.024 -1.414 -2.784
H 2.108 -2.314 -1.223
N -2.889 -0.533 -0.511
C -4.016 0.186 -0.360
C -3.648 1.510 -0.343
C -2.254 1.495 -0.478
N -1.801 0.255 -0.600
H -2.796 -1.532 -0.585
H -4.977 -0.291 -0.274
H -4.289 2.366 -0.233
H -1.563 2.322 -0.483

# 4
49
Properties=species:S:1:pos:R:3 method="wB97M-V/def2-TZVPD" total_energy_ev=-81538.0963 orbital_gap_ev=7.367 total_charge=0 fmax_ev_per_a=0.42
Pb 0.264 -0.150 -0.496
C -4.366 0.047 -0.389
C -3.584 0.790 0.692
C -3.007 -0.231 1.686
C -2.482 1.678 0.139
C -1.697 2.435 1.011
C -0.626 3.187 0.560
C -0.298 3.232 -0.793
C 0.880 4.024 -1.292
C -1.106 2.519 -1.674
C -2.179 1.757 -1.219
H -5.156 -0.547 0.071
H -3.714 -0.635 -0.940
H -4.832 0.736 -1.094
H -4.281 1.430 1.242
H -2.321 -0.913 1.175
H -3.811 -0.827 2.120
H -2.464 0.251 2.498
H -1.928 2.433 2.070
H -0.026 3.739 1.274
H 0.566 5.007 -1.648
H 1.367 3.513 -2.122
H 1.612 4.177 -0.499
H -0.907 2.566 -2.739
H -2.779 1.227 -1.946
S 2.277 -5.672 -5.102
C 1.816 -4.415 -4.167
S 0.176 -4.106 -3.686
C 0.486 -2.699 -2.682
C 1.767 -2.286 -2.625
S 2.406 -0.970 -1.671
S 2.922 -3.212 -3.568
S -0.888 -2.006 -1.861
C 3.422 1.158 1.292
O 2.128 0.841 1.779
C 2.116 -0.187 2.746
C 2.211 -1.580 2.155
O 1.005 -1.928 1.485
C 1.057 -3.262 0.991
H 4.074 1.481 2.110
H 3.298 1.978 0.586
H 3.883 0.312 0.773
H 1.171 -0.096 3.285
H 2.946 -0.048 3.449
H 2.369 -2.287 2.978
H 3.059 -1.659 1.465
H 1.201 -3.967 1.814
H 1.869 -3.380 0.267
H 0.105 -3.458 0.503

# 5
54
Properties=species:S:1:pos:R:3 method="wB97M-V/def2-TZVPD" total_energy_ev=-89042.8150 orbital_gap_ev=7.531 total_charge=-1 fmax_ev_per_a=0.82
C 4.641 -0.885 2.065
C 3.273 -0.889 1.451
C 2.137 -0.684 2.240
C 0.860 -0.722 1.670
C 0.731 -0.973 0.311
C 1.848 -1.154 -0.509
C 1.652 -1.344 -1.986
C 0.699 -0.278 -2.568
O 0.597 0.837 -1.723
C 1.422 1.930 -2.055
P 1.927 2.777 -0.519
S 3.528 3.868 -0.757
C -0.737 -0.818 -2.784
O -1.707 0.164 -2.680
C -2.339 0.185 -1.399
C -3.155 1.455 -1.164
Cl -2.474 2.836 -2.054
C -3.268 1.695 0.350
C -1.960 1.591 1.111
Cl -4.059 3.291 0.680
S -0.837 -1.521 -4.440
O -0.261 -0.646 -5.403
O -0.501 -2.904 -4.383
F -2.374 -1.445 -4.621
C 3.115 -1.112 0.073
H 5.402 -0.555 1.366
H 4.671 -0.256 2.947
H 4.919 -1.889 2.382
H 2.247 -0.495 3.296
H -0.001 -0.567 2.289
H -0.267 -1.012 -0.100
H 1.253 -2.337 -2.195
H 2.606 -1.282 -2.500
H 1.089 0.033 -3.536
H 2.364 1.615 -2.500
H 0.911 2.626 -2.718
H 2.031 1.722 0.395
H 0.790 3.483 -0.110
H -0.924 -1.667 -2.124
H -3.002 -0.677 -1.342
H -1.587 0.087 -0.629
H -4.151 1.292 -1.556
H -3.995 0.999 0.748
H -1.113 1.795 0.467
H -1.944 2.308 1.922
H -1.844 0.612 1.569
H 3.999 -1.234 -0.539
C -2.647 -1.839 4.883
C -1.861 -0.822 4.026
O -0.891 -0.248 4.560
O -2.275 -0.682 2.846
H -2.231 -1.910 5.888
H -3.693 -1.534 4.948
H -2.612 -2.822 4.409